No. 1
# C31H20CuN3S6

A molecular structure, C31H20CuN3S6 (ωB97M-V with the def2-TZVPD basis set, the Open Molecules 2025 dataset).

Atoms and positions in Å:
1 Cu 2.466 1.360 1.877
2 S 1.198 1.217 3.755
3 S 2.887 -0.374 -5.602
4 S 3.442 2.506 0.192
5 S -6.145 -0.566 3.506
6 S 2.470 -0.310 6.006
7 S 3.863 0.371 3.431
8 N 0.636 0.384 -0.046
9 N 1.485 -0.651 0.629
10 N -1.313 -0.049 1.823
11 C 3.211 0.258 -4.028
12 C -2.415 0.719 -2.077
13 C 1.590 -0.392 -0.797
14 C -3.403 0.642 -1.138
15 C 0.939 -0.651 -3.022
16 C 2.665 0.402 -1.540
17 C 0.986 -1.365 -1.733
18 C 2.141 0.341 -3.001
19 C -6.481 -0.311 5.165
20 C -0.059 0.580 -2.918
21 C 1.668 2.469 -1.964
22 C -3.072 0.377 0.209
23 C 1.102 -2.192 2.479
24 C -4.278 0.362 4.972
25 C 4.490 0.720 -3.952
26 C 0.942 -1.919 1.024
27 C 4.471 -0.015 -6.149
28 C 2.514 0.389 4.511
29 C -3.605 0.065 2.536
30 C -1.041 0.560 -1.769
31 C -0.709 0.314 -0.444
32 C 1.183 1.563 -3.050
33 C 0.412 -2.484 -1.294
34 C 5.214 0.562 -5.168
35 C -4.526 0.005 3.679
36 C 2.568 1.869 -1.173
37 C -2.211 -0.116 2.758
38 C -5.399 0.177 5.827
39 C -4.019 0.301 1.254
40 C 0.440 -2.782 0.128
41 C -1.716 0.204 0.553
42 H -7.455 -0.543 5.566
43 H 1.141 2.046 -4.029
44 H 2.153 -2.099 2.762
45 H 4.774 -0.265 -7.153
46 H 0.075 -3.738 0.480
47 H -3.326 0.758 5.298
48 H -5.397 0.406 6.882
49 H 0.562 -1.443 3.060
50 H 6.244 0.860 -5.300
51 H -0.651 0.648 -3.831
52 H 3.650 -0.041 -1.396
53 H 0.745 -3.190 2.728
54 H -5.069 0.461 1.032
55 H 0.796 -1.266 -3.909
56 H -1.850 -0.325 3.762
57 H -4.441 0.779 -1.416
58 H -2.684 0.910 -3.110
59 H -0.090 -3.159 -1.979
60 H 4.895 1.171 -3.057
61 H 1.336 3.490 -1.836

E: -5387.21862 a.u.
Multiplicity: 2
LUMO level (spin up / spin down): 1.9 / 1.8 eV
⟨S²⟩: 0.76
Molar mass: 690.5 g mol⁻¹
Total charge: -1
Orbital gap (spin up / spin down): 6.24 / 6.56 eV

***

No. 2
# C31H21BrMnN6O4S2

A molecular structure, C31H21BrMnN6O4S2 (ωB97M-V with the def2-TZVPD basis set, the Open Molecules 2025 dataset).

Atoms and positions in Å:
1 Br 3.129 0.089 2.969
2 Mn -0.118 -0.491 -0.931
3 S -1.068 5.669 -5.434
4 S -1.845 -3.233 -0.343
5 O 1.051 -0.229 0.871
6 O -0.728 1.028 0.625
7 O -3.071 -2.536 -0.654
8 O -1.817 -4.669 -0.442
9 N 1.438 -2.084 -1.717
10 N -0.703 -2.530 -1.221
11 N 0.220 5.197 -4.584
12 N -1.529 0.473 -2.389
13 N -2.071 4.446 -5.116
14 N 0.985 1.266 -1.852
15 C -1.118 1.622 -2.946
16 C -1.642 -1.309 3.186
17 C -1.420 -2.786 1.317
18 C 2.239 -4.714 -1.793
19 C 2.216 1.629 -1.524
20 C 0.268 0.658 1.302
21 C -0.351 -3.421 1.940
22 C 0.705 2.620 5.107
23 C 2.064 3.627 -2.816
24 C 0.501 1.314 2.636
25 C 2.797 2.807 -1.987
26 C -3.639 0.720 -3.470
27 C 3.158 -3.699 -2.050
28 C -0.554 -1.905 3.812
29 C -1.419 3.614 -4.320
30 C 2.701 -2.401 -2.001
31 C 0.077 -2.974 3.176
32 C -0.060 -1.411 5.143
33 C 0.254 2.063 -2.642
34 C 0.762 3.258 -3.155
35 C 1.736 1.816 4.657
36 C -0.434 2.783 4.330
37 C 0.550 -3.060 -1.466
38 C 1.634 1.162 3.434
39 C -3.235 1.906 -4.039
40 C -0.100 4.047 -4.015
41 C -2.752 0.028 -2.645
42 C -2.075 -1.737 1.939
43 C 0.927 -4.413 -1.506
44 C -1.946 2.375 -3.778
45 C -0.521 2.140 3.110
46 H -4.626 0.318 -3.645
47 H 0.929 -3.447 3.650
48 H 0.795 3.118 6.063
49 H 0.192 -5.180 -1.318
50 H 0.147 -4.248 1.449
51 H 2.629 1.684 5.251
52 H -1.246 3.411 4.671
53 H -1.392 2.255 2.480
54 H 2.741 0.956 -0.854
55 H -2.142 -0.477 3.667
56 H 3.805 3.063 -1.693
57 H -0.353 -2.091 5.946
58 H 4.192 -3.912 -2.280
59 H 3.368 -1.568 -2.194
60 H 2.550 -5.751 -1.825
61 H -3.029 -0.905 -2.164
62 H 2.471 4.551 -3.205
63 H 1.029 -1.341 5.150
64 H -2.902 -1.250 1.441
65 H -3.889 2.481 -4.682
66 H -0.464 -0.424 5.370

E: -6345.00776 a.u.
Multiplicity: 6
LUMO level (spin up / spin down): -1.0 / -1.0 eV
⟨S²⟩: 8.75
Molar mass: 740.5 g mol⁻¹
Total charge: 0
Orbital gap (spin up / spin down): 6.97 / 7.12 eV

***

No. 3
# C31H21Cl2FLaN10O6S

A molecular structure, C31H21Cl2FLaN10O6S at a distorted geometry (ωB97M-V with the def2-TZVPD basis set, the Open Molecules 2025 dataset).

Atoms and positions in Å:
1 La -0.187 -0.657 -0.738
2 Cl -2.945 5.429 -3.542
3 Cl -0.286 6.452 -2.053
4 S 0.600 -3.570 -1.041
5 F 2.659 -2.630 5.136
6 O 1.577 3.094 1.008
7 O -4.222 0.945 -2.146
8 O -0.215 -1.563 1.744
9 O -1.031 1.227 5.560
10 O 2.952 -0.495 6.893
11 O -1.728 -0.016 1.300
12 N -1.979 0.757 -1.565
13 N -2.574 -1.914 -0.857
14 N 0.344 1.640 -0.331
15 N 2.093 -0.381 0.443
16 N 0.554 -1.471 -3.175
17 N -0.275 -0.641 4.455
18 N -0.127 -2.622 -3.545
19 N 1.952 0.821 -2.640
20 N 0.962 0.340 6.166
21 N -1.016 -4.574 -2.902
22 C 2.635 1.934 -2.408
23 C 1.783 0.443 -3.909
24 C 2.849 -1.391 0.884
25 C 2.980 2.332 -4.732
26 C -0.195 0.365 5.397
27 C 1.745 -1.649 5.198
28 C 2.271 1.168 -4.985
29 C -4.852 -1.242 -0.610
30 C -1.616 2.117 -1.723
31 C -1.113 -0.742 2.102
32 C 3.177 2.718 -3.420
33 C -4.121 -3.352 0.247
34 C -1.966 4.356 -2.575
35 C -3.253 0.343 -1.683
36 C -5.134 -2.423 0.050
37 C -0.197 -3.522 -2.592
38 C 0.679 -1.639 4.399
39 C 1.051 -0.822 -4.145
40 C -2.854 -3.057 -0.223
41 C 2.965 1.012 2.167
42 C 1.991 -0.589 6.159
43 C -0.446 2.581 -1.043
44 C -3.550 -1.027 -1.039
45 C 1.276 1.983 0.564
46 C -0.830 4.796 -1.936
47 C 3.740 -0.036 2.630
48 C -1.458 -0.657 3.578
49 C -2.361 3.029 -2.461
50 C -0.080 3.915 -1.167
51 C 3.686 -1.259 1.976
52 C 2.136 0.801 1.073
53 H -1.348 -4.620 -3.851
54 H 4.273 -2.104 2.310
55 H 0.784 4.277 -0.634
56 H 0.511 -2.389 3.640
57 H 2.963 1.993 2.620
58 H -6.138 -2.617 0.410
59 H 2.740 2.232 -1.372
60 H 0.943 -1.199 -5.161
61 H 2.086 0.829 -5.996
62 H -3.254 2.691 -2.959
63 H -0.885 -5.427 -2.391
64 H -2.014 -3.731 -0.098
65 H 2.759 -2.322 0.339
66 H 4.371 0.095 3.500
67 H -4.295 -4.287 0.761
68 H -2.000 0.260 3.778
69 H 3.367 2.928 -5.549
70 H -2.092 -1.506 3.847
71 H -5.587 -0.475 -0.802
72 H 3.721 3.617 -3.165
73 H 1.047 1.096 6.829

E: -3643.38130 a.u.
Multiplicity: 1
LUMO level: 2.0 eV
Molar mass: 890.5 g mol⁻¹
Total charge: -1
Orbital gap: 6.95 eV

***

No. 4
# C31H21InN7O6S

A molecular structure, C31H21InN7O6S (ωB97M-V with the def2-TZVPD basis set, the Open Molecules 2025 dataset).

Atoms and positions in Å:
1 In 0.713 1.018 -0.595
2 S -1.323 1.947 -1.817
3 O 3.568 -0.008 -3.474
4 O 1.932 -0.134 -1.972
5 O -4.263 4.203 3.655
6 O 3.379 2.798 -3.251
7 O 1.832 2.468 -1.688
8 O -2.568 5.692 3.766
9 N 1.444 -0.808 0.610
10 N 2.078 2.338 0.953
11 N -0.584 -0.851 -1.116
12 N -1.643 -0.795 -1.951
13 N -0.495 1.833 1.376
14 N -3.210 0.496 -2.925
15 N -1.382 -0.873 1.920
16 C -2.613 2.355 2.349
17 C 2.676 2.069 -2.585
18 C 4.021 3.712 0.906
19 C 0.037 -1.956 -0.973
20 C 2.344 -0.779 1.579
21 C -2.183 3.624 2.706
22 C 2.970 -1.926 2.048
23 C 1.101 -1.976 0.050
24 C 3.368 2.520 0.678
25 C -3.393 -0.155 0.830
26 C -0.064 3.049 1.741
27 C 3.278 4.775 1.403
28 C -1.803 -2.125 1.791
29 C -3.006 -2.476 1.199
30 C -1.315 -3.928 -1.784
31 C -2.171 0.092 1.451
32 C -1.430 -5.033 -2.614
33 C 1.364 3.346 1.446
34 C -0.402 -5.360 -3.487
35 C -3.812 -1.465 0.696
36 C -1.741 1.488 1.709
37 C 0.868 -3.477 -2.701
38 C 1.683 -3.169 0.464
39 C 1.936 4.597 1.674
40 C -3.109 4.616 3.462
41 C 0.742 -4.577 -3.534
42 C -0.871 3.959 2.405
43 C -0.160 -3.157 -1.818
44 C -2.046 0.433 -2.218
45 C 2.632 -3.137 1.471
46 C 2.764 0.508 -2.725
47 H 3.100 -4.055 1.803
48 H -3.617 2.060 2.624
49 H 5.067 3.812 0.660
50 H -2.122 -3.646 -1.122
51 H 2.554 0.198 1.994
52 H -3.506 -0.367 -3.353
53 H -1.141 -2.891 2.183
54 H 3.738 5.741 1.562
55 H -3.980 0.667 0.448
56 H 1.537 -4.816 -4.227
57 H -3.425 1.357 -3.396
58 H -0.499 -6.218 -4.139
59 H 1.337 5.414 2.043
60 H -2.330 -5.636 -2.585
61 H -3.297 -3.515 1.135
62 H -0.529 4.931 2.726
63 H 1.390 -4.099 0.000
64 H 3.702 -1.855 2.839
65 H 3.885 1.680 0.228
66 H 1.745 -2.842 -2.742
67 H -4.750 -1.693 0.208

E: -2617.22812 a.u.
Multiplicity: 1
LUMO level: 1.5 eV
Molar mass: 734.4 g mol⁻¹
Total charge: -1
Orbital gap: 7.20 eV